The following is a DFT calculation (wB97M-V/def2-TZVPD) of a single C9H16N4O2 molecule.

Kohn-Sham gap: 0.3381 Ha
Multiplicity: 1
Calculated total energy: -19646.8420 eV
HOMO level: -8.68 eV
M: 212.25 g mol⁻¹
Structure (SMILES): NCCCCNCc1c[nH]c(=O)[nH]c1=O
Energy relative to the best compared isomer or geometry (same formula, charge and spin): 39.17 kcal per mole

XYZ file:
```
31
C9H16N4O2 (wB97M-V/def2-TZVPD)
N 3.36 -1.40 2.44
C -2.09 0.84 -2.16
H -0.27 -0.28 -3.04
H -0.48 1.38 -4.38
C 1.49 0.57 2.68
H -2.66 -0.15 1.10
H -2.93 1.37 -2.53
H 4.08 -2.11 2.19
C 3.56 -0.50 3.49
N -0.67 0.58 0.67
H -1.63 1.75 -1.80
H -3.44 -0.23 -1.15
C -1.31 0.07 -3.21
C 2.45 -1.31 1.51
N -1.31 0.90 -4.47
H -1.96 -1.07 -1.09
H 2.66 1.14 4.34
H -1.94 -0.82 -3.54
C 1.32 -0.42 1.69
O 4.53 -0.53 4.22
C 0.18 -0.51 0.70
C -2.38 -0.11 -1.00
H -2.67 1.35 0.38
H -0.45 -1.42 0.91
N 2.66 0.53 3.52
H 0.70 1.34 2.80
H -0.29 1.42 0.24
C -2.12 0.43 0.38
H 0.39 -0.87 -0.30
O 2.52 -2.22 0.73
H -1.32 0.28 -5.31
```

Results of the Löwdin charge analysis, in e, for atoms 1 through 6:
1. N 0.1957
2. C -0.2133
3. H 0.1174
4. H 0.0149
5. C 0.0419
6. H 0.1080

***

The following is a DFT calculation (wB97M-V/def2-TZVPD) of 2 unconnected molecules or ions with the total composition C9H16NO.

Kohn-Sham gap: 0.3306 Ha
Multiplicity: 1
Calculated total energy: -13123.3882 eV
Charge: +1
HOMO level: -12.21 eV
M: 154.23 g mol⁻¹
Energy relative to the best compared isomer or geometry (same formula, charge and spin): 10.80 kcal per mole

XYZ file:
```
27
C9H16NO (wB97M-V/def2-TZVPD)
H 2.31 0.93 2.12
H 0.40 1.99 -1.52
H -0.08 -2.74 -2.65
C -1.01 1.03 1.43
C 0.32 1.49 -0.57
H 0.98 -3.14 -1.29
H 0.12 0.37 3.09
O 2.67 1.88 -0.33
C 1.43 0.99 1.51
H -0.18 -1.90 0.32
C 0.27 -2.41 -1.69
H -1.85 1.29 -0.47
H -2.36 0.21 2.88
H -3.04 0.43 1.28
C -0.71 -1.97 -0.64
H 1.97 -1.58 -2.53
H 0.64 -0.60 -2.75
H 2.84 2.82 -0.25
C 1.47 1.50 0.22
H 1.31 -0.56 -1.27
H -1.51 -2.68 -0.51
C -0.90 1.29 0.06
C -2.38 0.88 2.03
H -2.80 1.82 2.36
N 1.15 -1.17 -2.08
C 0.19 0.87 2.13
H -1.23 -1.05 -0.88
```

Results of the Löwdin charge analysis, in e, for atoms 1 through 6:
1. H 0.1213
2. H 0.1230
3. H 0.1261
4. C -0.2738
5. C -0.0656
6. H 0.1266

***

The following is a DFT calculation (wB97M-V/def2-TZVPD) of 2 unconnected molecules or ions with the total composition C9H16O3.

Kohn-Sham gap: 0.3741 Ha
Multiplicity: 1
Calculated total energy: -15732.8405 eV
HOMO level: -9.65 eV
M: 172.22 g mol⁻¹
Structure (SMILES): C[C@H]1OC1(C)C.O=C1CC(O)C1
Energy relative to the best compared isomer or geometry (same formula, charge and spin): 45.25 kcal per mole

XYZ file:
```
28
C9H16O3 (wB97M-V/def2-TZVPD)
H -4.67 -0.89 1.23
H -3.00 1.27 -1.47
C 4.74 0.07 0.16
C -4.37 -0.26 0.40
H -6.04 0.95 0.93
H -1.66 -0.42 1.79
C -2.46 1.08 -0.54
H -1.39 1.00 -0.76
H -5.93 0.67 -0.83
H 3.68 -1.80 -0.40
H -2.29 -1.96 1.23
H 3.64 1.98 0.53
C -1.92 -0.99 0.89
H 3.17 0.61 1.59
C 2.71 0.19 -0.53
C 3.51 0.90 0.59
H 4.26 -0.84 -1.80
H -1.03 -1.13 0.29
H -4.84 1.81 -0.02
O 1.47 -0.33 -0.13
C -5.35 0.85 0.09
H -2.64 1.95 0.13
O 5.91 0.13 0.42
C 3.89 -0.80 -0.76
H 0.86 0.42 -0.05
H 2.61 0.83 -1.41
C -2.93 -0.21 0.08
O -3.83 -1.00 -0.70
```

Results of the Löwdin charge analysis, in e, for atoms 1 through 6:
1. H 0.1386
2. H 0.0933
3. C -0.3806
4. C -0.2909
5. H 0.0748
6. H 0.0909

***

The following is a DFT calculation (wB97M-V/def2-TZVPD) of a molecular structure, C9H16OS2.

Kohn-Sham gap: 0.3367 Ha
Multiplicity: 1
Calculated total energy: -33307.8297 eV
HOMO level: -8.76 eV
M: 204.36 g mol⁻¹
Energy relative to the best compared isomer or geometry (same formula, charge and spin): 57.66 kcal per mole

XYZ file:
```
28
C9H16OS2 (wB97M-V/def2-TZVPD)
H 1.99 0.10 0.52
C 1.01 -2.47 -0.10
C -0.40 -0.42 -0.83
C -0.17 1.44 -0.14
O 0.60 0.59 -2.95
H 1.81 -2.09 -0.80
H -1.78 -1.37 1.63
S -1.67 -1.00 -1.95
S 0.38 -0.72 -2.39
C -1.58 1.90 -0.32
H 0.73 1.82 1.69
C 0.22 1.03 1.22
H 0.92 3.02 -0.06
H -1.37 -2.67 0.46
C -0.99 -1.94 1.14
H 0.32 -3.12 -0.59
H -0.61 0.84 1.93
H 1.48 -3.03 0.67
H -1.89 1.63 -1.32
C 0.15 -1.23 0.36
H 0.28 2.61 -1.69
H -1.72 2.98 -0.15
H -0.51 -2.45 1.95
C 1.05 -0.23 1.11
H -2.23 1.29 0.31
C 0.83 2.25 -0.82
H 1.80 1.97 -0.98
H 1.37 -0.75 2.08
```

Results of the Löwdin charge analysis, in e, for atoms 1 through 6:
1. H 0.1471
2. C -0.0819
3. C -0.7662
4. C -0.4207
5. O -0.5369
6. H 0.0745